Below is a single C21H31ClN4O3S molecule, with properties calculated with the ωB97M-V functional and the def2-TZVPD basis.

XYZ file:
```
61
Properties=species:S:1:pos:R:3:lowdin_charge:R:1
C -3.7438 -1.9890 -1.7255 -0.072
O -2.8967 -1.0537 -1.0986 -0.114
C -3.4652 0.0565 -0.5244 -0.197
C -4.8207 0.3266 -0.5232 -0.050
C -5.2858 1.4792 0.0975 -0.675
Cl -6.9836 1.8020 0.0797 0.673
C -4.4205 2.3513 0.7257 -0.102
C -3.0627 2.0778 0.7299 -0.047
C -2.5643 0.9485 0.0991 -0.170
N -1.2240 0.5656 0.0777 0.085
C -0.0875 1.3090 0.1545 -0.732
S -0.1198 2.9610 0.3015 0.729
N 1.0878 0.6242 0.0819 -0.082
C 1.1438 -0.7992 -0.1729 -0.130
C 0.8253 -1.6426 1.0905 -0.158
N 0.5158 -3.0325 0.8612 -0.173
C 1.5747 -3.8025 0.2354 -0.165
C 1.2154 -5.2868 0.3359 -0.194
O -0.0224 -5.5544 -0.2808 -0.128
C -1.0450 -4.7904 0.3120 -0.192
C -0.7490 -3.2929 0.2011 -0.176
C 2.3451 1.3487 0.1994 -0.352
C 3.3286 0.7058 1.1775 -0.107
C 4.5784 1.5843 1.2670 -0.128
N 5.1686 1.7509 -0.0450 -0.067
C 6.3298 1.1122 -0.3359 -0.503
C 6.8653 1.2737 -1.7439 0.002
O 6.9259 0.4634 0.5025 0.045
C 4.2805 2.3945 -0.9824 -0.142
C 3.0141 1.5521 -1.1648 -0.102
H -3.0898 -2.7751 -2.0999 0.091
H -4.4565 -2.4194 -1.0161 0.102
H -4.2844 -1.5383 -2.5624 0.101
H -5.5264 -0.3344 -0.9977 0.101
H -4.7947 3.2364 1.2130 0.106
H -2.3865 2.7547 1.2219 0.041
H -1.1314 -0.3914 -0.2352 0.100
H 2.1489 -1.0369 -0.5215 0.114
H 0.4586 -1.0655 -0.9866 0.126
H 1.6852 -1.6068 1.7643 0.117
H -0.0239 -1.1977 1.6158 0.124
H 2.5112 -3.6156 0.7638 0.130
H 1.7034 -3.5421 -0.8294 0.129
H 1.9547 -5.9008 -0.1806 0.126
H 1.1734 -5.5741 1.3966 0.128
H -1.9655 -5.0457 -0.2159 0.123
H -1.1442 -5.0573 1.3744 0.129
H -1.5379 -2.7262 0.6991 0.126
H -0.7294 -3.0216 -0.8691 0.120
H 2.0788 2.3375 0.5903 0.059
H 2.8712 0.6167 2.1631 0.125
H 3.6340 -0.2864 0.8411 0.116
H 5.3281 1.1207 1.9099 0.122
H 4.3166 2.5700 1.6649 0.134
H 7.8214 0.7600 -1.7964 0.084
H 7.0148 2.3240 -1.9823 0.084
H 6.1887 0.8314 -2.4718 0.081
H 4.7729 2.5486 -1.9400 0.111
H 4.0005 3.3742 -0.5779 0.135
H 2.3237 2.0649 -1.8354 0.120
H 3.2806 0.5897 -1.6080 0.118
```

The calculation puts the relative energy (zero: lowest compared OMol25 entry of this formula, charge and spin) at 0.0 kcal per mole. The SMILES is COc1cc(Cl)ccc1NC(=S)N(CCN1CCOCC1)C1CCN(C(C)=O)CC1.

Below is a molecular structure, C21H31EuO4, with properties calculated with the ωB97M-V functional and the def2-TZVPD basis.

XYZ file:
```
57
Properties=species:S:1:pos:R:3:lowdin_charge:R:1
O 0.4021 -0.0231 -3.9093 -0.095
C 0.3088 1.2386 -4.6917 -0.170
C 0.1932 0.5671 -6.0399 -0.086
H 1.2070 1.8706 -4.6044 0.131
H -0.5935 1.8057 -4.4383 0.115
C 0.3127 -0.7092 -5.1872 -0.594
H 1.0404 0.7469 -6.7004 0.112
H -0.7761 0.6709 -6.5301 0.115
C 1.5515 -1.4851 -5.5741 -0.025
H 2.4456 -0.8577 -5.4759 0.093
H 1.4406 -1.7984 -6.6270 0.095
H 1.6466 -2.3809 -4.9518 0.089
C -0.9186 -1.5712 -5.3285 -0.026
H -1.8388 -1.0391 -5.0665 0.091
H -0.8400 -2.4773 -4.7204 0.089
H -0.9977 -1.8867 -6.3767 0.091
Eu 0.0645 -0.2688 2.0272 1.627
C -2.1405 -0.7981 3.9282 -0.228
C -2.0643 0.6166 4.0538 -0.201
C -2.4642 1.1920 2.8134 -0.230
H -1.8301 1.1583 4.9738 0.081
C -2.8201 0.1303 1.9248 -0.270
C -2.5830 -1.1070 2.6067 -0.267
H -2.7405 -2.1084 2.2020 0.072
H -1.9339 -1.5169 4.7226 0.083
H -2.5188 2.2618 2.5967 0.069
H -3.2571 0.2384 0.9317 0.060
C 0.8872 -1.8803 4.1359 -0.245
C 0.2248 -2.7556 3.2306 -0.257
C 1.0042 -2.8294 2.0349 -0.296
H -0.7112 -3.2792 3.4237 0.077
C 2.1846 -2.0519 2.2296 -0.251
C 2.1028 -1.4465 3.5257 -0.271
H 2.9152 -0.8835 3.9984 0.078
H 0.5223 -1.6008 5.1278 0.088
H 0.7365 -3.3976 1.1406 0.059
H 3.0019 -1.9150 1.5187 0.066
O 0.6442 0.9298 -0.0852 -0.281
C -0.2318 0.0254 -0.8944 -0.186
C -1.2194 0.9669 -1.5731 -0.146
H -0.6903 -0.7984 -0.3035 0.093
H 0.4023 -0.4526 -1.6637 0.114
C -0.2590 2.1091 -1.9118 -0.189
H -1.9970 1.3538 -0.9010 0.112
H -1.6849 0.5301 -2.4544 0.107
C 0.6720 2.2438 -0.7204 -0.152
H -0.7150 3.0307 -2.2834 0.123
H 0.4063 1.7020 -2.6825 0.058
H 0.3334 3.0376 -0.0424 0.123
H 1.7184 2.4348 -0.9941 0.122
C 1.3896 2.2086 6.2836 -0.085
O 1.8067 0.8946 5.7522 -0.094
C 1.4667 0.5768 4.5595 -0.571
O 0.8774 1.3083 3.7537 -0.187
H 1.6532 2.1834 7.3368 0.055
H 0.3080 2.3053 6.1448 0.057
H 1.9550 2.9803 5.7550 0.058
```

The multiplicity is 8. The charge is -1. The calculation puts the relative energy (zero: lowest compared OMol25 entry of this formula, charge and spin) at 0.0 kcal per mole.

Below is a molecular structure, C21H31F5P2PtS, with properties calculated with the ωB97M-V functional and the def2-TZVPD basis.

XYZ file:
```
61
Properties=species:S:1:pos:R:3:lowdin_charge:R:1
P -0.1986 2.4558 -4.8312 0.879
P 1.3943 -0.5821 -5.3707 0.890
C 0.6673 2.0124 -6.4142 -0.383
C 0.7796 0.5133 -6.7382 -0.390
H 1.6595 2.4849 -6.4092 0.081
H 0.0812 2.5395 -7.1839 0.071
H -0.1996 0.1201 -7.0487 0.076
H 1.4688 0.3411 -7.5816 0.077
C 3.1962 -0.3393 -5.6351 -0.264
H 3.7529 -0.9446 -4.9104 0.044
H 3.5273 0.7057 -5.5430 0.040
H 3.3929 -0.7121 -6.6570 0.035
C 1.2097 -2.1665 -6.2535 -0.285
H 1.9042 -2.1353 -7.1079 0.034
H 0.1755 -2.2921 -6.6096 0.047
H 1.4792 -2.9904 -5.5783 0.041
C -0.1016 4.2576 -5.0460 -0.258
H -0.6548 4.7527 -4.2393 0.049
H -0.5875 4.4489 -6.0166 0.036
H 0.9392 4.6059 -5.0683 0.049
C -1.9138 2.2602 -5.4191 -0.240
H -2.1463 1.2484 -5.7736 0.045
H -1.9857 2.9852 -6.2484 0.037
H -2.6082 2.5403 -4.6221 0.052
Pt 0.2065 0.0548 -0.4711 0.914
C 1.0829 -1.2162 -2.2850 -0.249
C 1.8823 -0.0538 -2.1845 -0.230
C 1.7953 1.2070 -3.0109 -0.272
C 1.1260 2.4537 -2.2657 -0.242
C -0.3673 2.3361 -2.3708 -0.280
C -0.9494 0.9875 -2.1002 -0.356
C -0.9420 -0.0478 -3.2708 -0.266
C -0.2787 -1.3990 -2.8977 -0.260
C -1.0877 1.0433 0.7165 -0.300
H 1.6086 -2.1618 -2.0550 0.114
H 2.8906 -0.2302 -1.7914 0.101
H 1.1488 0.9328 -3.8791 -0.063
H 2.7858 1.4473 -3.4913 0.118
H 1.5806 2.4960 -1.2357 0.111
H 1.4082 3.3934 -2.8040 0.090
H -0.9907 3.2111 -2.1178 0.099
H -1.9926 1.0528 -1.7076 0.075
H -0.3428 0.4450 -4.0576 -0.041
H -1.9405 -0.1786 -3.7343 0.114
H -0.9460 -1.8756 -2.1542 0.110
H -0.1881 -2.0780 -3.7633 0.084
H -1.5533 0.2463 1.3277 0.001
H -1.8536 1.6226 0.1690 -0.007
H -0.4873 1.7180 1.3561 0.000
F -0.9555 -2.2325 6.1472 0.108
C -0.3902 -1.9055 4.9658 -0.116
C -0.3642 -2.8235 3.9004 -0.120
F -0.9186 -4.0518 4.0412 0.104
C 0.2352 -2.4504 2.7001 -0.209
F 0.2566 -3.3203 1.6609 0.072
C 0.8115 -1.1652 2.5336 -0.516
S 1.6567 -0.6965 1.0981 0.708
C 0.7422 -0.2573 3.6242 -0.213
F 1.1615 1.0284 3.4844 0.067
C 0.1880 -0.6366 4.8457 -0.124
F 0.2119 0.2269 5.8882 0.108
```

The multiplicity is 3. The calculation puts the relative energy (zero: lowest compared OMol25 entry of this formula, charge and spin) at 0.0 kcal per mole.

Below is a molecular structure, C21H31GaO4, with properties calculated with the ωB97M-V functional and the def2-TZVPD basis.

XYZ file:
```
57
Properties=species:S:1:pos:R:3:lowdin_charge:R:1
O 0.9049 0.3892 -6.2523 -0.121
C 0.8346 1.5459 -7.1334 -0.170
C 0.6874 0.7714 -8.4298 -0.073
H 1.7682 2.1317 -7.0886 0.135
H -0.0822 2.1476 -6.9728 0.107
C 0.7258 -0.4308 -7.4599 -0.558
H 1.5521 0.8907 -9.0890 0.116
H -0.2445 1.0339 -8.9389 0.118
C 1.9575 -1.2750 -7.6971 -0.018
H 2.8597 -0.6821 -7.5337 0.096
H 1.9583 -1.6132 -8.7377 0.094
H 1.9360 -2.1623 -7.0616 0.086
C -0.5339 -1.2747 -7.3967 -0.019
H -1.4098 -0.7161 -7.0395 0.089
H -0.3461 -2.1433 -6.7516 0.091
H -0.7413 -1.6616 -8.4050 0.097
Ga 0.4054 0.0946 -1.2449 0.728
C -2.1507 -0.7185 0.7466 -0.124
C -1.5115 0.5201 0.6317 -0.116
C -1.4946 0.8873 -0.8008 -0.224
H -1.1978 1.1977 1.4284 0.103
C -2.3574 -0.1159 -1.4663 -0.143
C -2.6665 -1.1027 -0.5326 -0.115
H -3.3230 -1.9509 -0.7143 0.100
H -2.2692 -1.3060 1.6543 0.103
H -1.4020 1.9183 -1.1502 0.110
H -2.7419 -0.0268 -2.4846 0.084
C 1.4138 -1.9132 1.0521 -0.108
C 0.4238 -2.5010 0.2129 -0.131
C 0.7494 -2.2175 -1.1381 -0.157
H -0.4442 -3.0634 0.5661 0.102
C 1.9259 -1.3249 -1.1328 -0.222
C 2.3116 -1.1755 0.2623 -0.125
H 3.1959 -0.6405 0.6110 0.111
H 1.5284 -2.0795 2.1247 0.103
H 0.3331 -2.6564 -2.0458 0.112
H 2.5942 -1.1810 -1.9839 0.123
O 0.4652 0.6778 -3.5652 -0.165
C -0.8102 0.3435 -4.2232 -0.180
C -1.6176 1.6192 -4.4097 -0.135
H -1.3264 -0.4311 -3.6560 0.093
H -0.5204 -0.0836 -5.1910 0.077
C -0.5541 2.7111 -4.4266 -0.145
H -2.2591 1.6934 -3.5091 0.103
H -2.2276 1.6137 -5.3286 0.125
C 0.5149 2.1472 -3.4853 -0.153
H -0.9216 3.6728 -4.0658 0.122
H -0.1230 2.8458 -5.4334 0.074
H 0.2024 2.4594 -2.4711 0.088
H 1.5607 2.4707 -3.6399 0.146
C 1.5805 2.0439 1.5468 -0.010
C 1.7820 2.4894 0.1265 -0.594
O 2.1658 3.6169 -0.1519 0.049
O 1.5607 1.5745 -0.8369 -0.106
H 2.5564 1.9092 2.0269 0.093
H 1.0222 1.1083 1.6168 0.045
H 1.0574 2.8255 2.1048 0.089
```

The calculation puts the relative energy (zero: lowest compared OMol25 entry of this formula, charge and spin) at 17.4 kcal per mole.